ORCA calculation (ωB97M-V/def2-TZVPD) on a cluster of 10 separate species, C36H77FO21S6 in total at a distorted geometry.

```
141
Properties=species:S:1:pos:R:3:mulliken_charge:R:1
C -0.502 1.100 -31.213 0.51
C 1.005 1.239 -31.465 -0.31
C 1.228 0.147 -32.530 -0.53
O -0.071 0.011 -33.157 -0.49
C -1.130 0.070 -32.250 -0.62
H -1.103 1.978 -31.449 -0.65
H -0.819 0.757 -30.228 0.45
H 1.706 1.279 -30.632 0.39
H 1.174 2.263 -31.800 0.01
H 1.475 -0.831 -32.116 0.30
H 1.879 0.338 -33.383 0.25
H -1.304 -0.918 -31.824 0.34
H -2.109 0.341 -32.645 0.33
C -7.416 9.946 -31.451 -0.53
C -6.514 8.990 -30.763 0.50
C -6.165 9.584 -29.446 -0.51
O -7.221 10.556 -29.280 -0.48
C -8.217 10.423 -30.296 -0.61
H -8.231 9.573 -32.071 0.26
H -6.833 10.681 -32.005 0.32
H -5.615 8.976 -31.379 0.02
H -6.884 7.968 -30.686 -0.15
H -5.126 9.910 -29.483 0.28
H -6.075 8.780 -28.716 0.30
H -8.719 11.348 -30.577 0.39
H -9.005 9.734 -29.992 0.27
C -9.715 5.727 -32.873 -0.94
C -8.314 6.231 -32.860 0.72
C -7.451 5.137 -32.340 0.11
O -8.057 4.144 -33.248 -0.51
C -9.444 4.277 -33.298 -0.33
H -10.444 6.235 -33.504 0.39
H -10.214 5.789 -31.906 0.29
H -8.216 7.114 -32.228 -0.37
H -8.105 6.558 -33.878 -0.04
H -7.504 5.071 -31.253 0.17
H -6.408 5.145 -32.658 -0.07
H -9.840 3.596 -32.545 0.20
H -9.791 4.112 -34.318 0.31
O 1.263 8.035 -34.811 -0.61
S 1.189 8.031 -33.400 1.11
O 0.888 6.828 -32.679 -0.44
O 2.671 8.570 -32.839 -0.39
C 2.986 8.485 -31.469 0.02
C 4.214 7.579 -31.361 -1.29
C 0.169 9.483 -32.667 -0.94
H 2.164 8.140 -30.842 0.14
H 3.228 9.509 -31.187 0.37
H 4.991 7.806 -32.091 0.35
H 3.988 6.519 -31.478 0.28
H 4.691 7.752 -30.397 0.40
H -0.897 9.264 -32.728 0.27
H 0.341 10.401 -33.227 0.39
H 0.443 9.537 -31.613 0.39
O -0.658 6.327 -25.452 -0.59
S 0.518 5.808 -26.170 1.15
O 1.833 5.967 -25.559 -0.60
O 0.227 4.182 -26.445 -0.30
C 1.206 3.352 -26.928 -0.41
C 0.574 2.045 -27.559 -0.60
C 0.513 6.441 -27.971 -0.81
H 1.801 3.186 -26.030 0.37
H 1.887 3.864 -27.607 0.38
H 0.155 2.308 -28.530 -0.29
H -0.234 1.574 -26.998 0.33
H 1.323 1.274 -27.741 0.43
H 1.477 6.310 -28.461 0.36
H 0.123 7.448 -27.824 0.50
H -0.248 5.832 -28.458 0.08
O -6.832 1.417 -26.197 -0.56
S -6.765 2.770 -26.588 0.96
O -5.444 3.321 -27.058 -0.44
O -7.978 3.051 -27.716 -0.23
C -9.023 2.092 -27.701 0.09
C -10.037 2.408 -28.833 -1.30
C -7.440 3.884 -25.388 -1.12
H -9.499 2.145 -26.722 0.39
H -8.573 1.118 -27.896 0.13
H -10.876 1.740 -29.026 0.41
H -9.600 2.632 -29.807 0.20
H -10.476 3.380 -28.607 0.34
H -6.656 4.264 -24.732 0.40
H -8.152 3.348 -24.761 0.40
H -7.989 4.632 -25.961 0.33
O -1.932 8.485 -34.882 -0.58
S -2.599 7.695 -35.949 1.19
O -2.548 6.241 -36.044 -0.62
O -4.224 8.193 -35.932 -0.25
C -5.113 7.506 -36.764 -0.28
C -6.654 7.913 -36.453 -1.09
C -2.024 8.531 -37.515 -0.94
H -4.955 6.459 -36.502 0.33
H -4.878 7.599 -37.824 0.32
H -7.480 7.329 -36.858 0.42
H -6.853 8.877 -36.921 0.37
H -6.930 7.952 -35.399 0.13
H -2.818 8.370 -38.244 0.35
H -1.038 8.176 -37.816 0.36
H -1.865 9.576 -37.248 0.33
O -2.839 -1.704 -28.355 -0.64
S -3.658 -0.505 -28.278 1.24
O -3.078 0.717 -27.735 -0.52
O -4.413 -0.203 -29.742 -0.50
C -5.190 0.947 -29.772 1.36
C -6.194 0.899 -30.865 -1.57
C -5.098 -1.036 -27.389 -0.87
H -4.459 1.723 -29.995 -0.14
H -5.740 1.236 -28.876 -0.32
H -5.731 0.774 -31.844 0.35
H -6.661 1.880 -30.955 0.34
H -6.910 0.106 -30.649 0.36
H -4.922 -0.803 -26.339 0.37
H -5.280 -2.110 -27.431 0.37
H -6.085 -0.627 -27.603 0.14
O 0.443 2.476 -36.632 -0.65
S 1.271 3.231 -35.651 1.19
O 2.388 2.692 -34.913 -0.55
O 1.608 4.717 -36.438 -0.28
C 2.856 5.254 -36.206 -0.06
C 4.051 4.587 -36.761 -1.28
C 0.012 3.917 -34.468 -0.22
H 2.963 5.422 -35.134 0.17
H 2.863 6.277 -36.583 0.35
H 4.143 3.508 -36.632 0.39
H 4.964 4.889 -36.250 0.36
H 4.201 4.922 -37.787 0.32
H -0.891 4.293 -34.949 0.29
H 0.441 4.747 -33.906 -0.11
H -0.285 3.112 -33.796 0.04
F -5.353 5.485 -30.176 -0.30
C -4.091 5.301 -30.530 0.09
C -3.344 4.393 -29.762 -0.73
C -2.036 4.104 -30.196 -0.44
C -1.566 4.858 -31.326 -0.02
C -2.257 5.899 -31.920 -0.69
C -3.562 6.081 -31.605 -0.12
H -3.794 3.886 -28.921 1.02
H -1.477 3.265 -29.810 0.33
H -0.623 4.570 -31.768 0.75
H -1.953 6.373 -32.841 0.37
H -4.184 6.769 -32.158 0.80
```

Properties
2S+1: 2
DFT total energy: -5486.2540 hartree
HOMO level (spin up / spin down): -11.375 / -11.368 eV
Largest force on an atom: 0.0864 hartree/bohr
Charge: +1
LUMO energy (spin up / spin down): -3.83 / -7.81 eV

***

ORCA calculation (ωB97M-V/def2-TZVPD) on the molecule C3H5NS3 at a distorted geometry.

```
12
Properties=species:S:1:pos:R:3:mulliken_charge:R:1
S 2.968 -0.744 -0.102 -0.19
C 1.356 -0.838 -0.287 -0.07
C 0.406 -0.340 0.748 -0.71
N -0.578 0.551 0.155 -0.05
S -0.148 2.211 -0.014 -0.10
C -1.759 0.058 -0.255 0.02
S -2.230 -1.473 -0.058 -0.34
H 0.906 -1.390 -1.121 0.29
H 0.972 0.175 1.519 0.34
H -0.110 -1.186 1.159 0.33
H 0.615 2.125 -1.124 0.15
H -2.397 0.852 -0.622 0.32
```

Properties
SMILES string: S=CCN(S)C=S
DFT total energy: -1366.5719 hartree
HOMO level: -8.866 eV
Largest force on an atom: 0.0240 hartree/bohr
LUMO energy: -0.64 eV
Energy relative to the best compared isomer or geometry (same formula, charge and spin): 26.4 kcal/mol

***

ORCA calculation (ωB97M-V/def2-TZVPD) on a structure of composition C2H6N4OS at a distorted geometry.

```
14
Properties=species:S:1:pos:R:3:mulliken_charge:R:1
C 0.536 -1.619 -0.133 0.28
C 1.720 -0.934 -0.577 -0.90
N -2.784 -1.535 -1.519 -0.22
N -2.745 -0.848 -0.659 0.22
N -0.552 -1.178 0.261 -0.48
N -0.527 2.762 0.642 -0.54
O -0.215 0.756 2.213 -0.46
S -0.915 0.967 0.980 0.53
H 0.524 -2.751 -0.352 0.29
H 2.467 -0.561 0.132 0.28
H 1.392 -0.049 -1.152 0.27
H 2.236 -1.569 -1.348 0.30
H -0.031 3.183 1.387 0.22
H -1.106 3.375 0.124 0.21
```

Properties
2S+1: 3
DFT total energy: -772.1262 hartree
HOMO level (spin up / spin down): -7.357 / -9.525 eV
Largest force on an atom: 0.1053 hartree/bohr
LUMO energy (spin up / spin down): 0.89 / -1.31 eV

***

- Which formula does entry 3 have?
  C2H6N4OS

***

- Which formula does entry 1 have?
  C36H77FO21S6